Run w
Here is the molecule C3H2N2O2 from OMol25. Energies are from ωB97M-V/def2-TZVPD.

Geometry (Å):
C1 1.30 -0.05 0.05
C2 -0.04 -0.20 0.00
C3 -0.64 -1.46 -0.07
N1 -1.07 -2.55 -0.05
N2 -0.90 1.06 0.06
O1 -2.08 0.90 0.32
O2 -0.41 2.09 -0.25
H1 1.59 0.94 -0.01
H2 2.24 -0.73 -0.05

Results
HOMO-LUMO gap, hartree: 0.370
Molar mass, g mol⁻¹: 98.1
HOMO energy, eV: -11.320
SMILES: C=C(C#N)[N+](=O)[O-]
2S+1: 1

=====

Run x
Here is C3H2N2O2 as an isolated structure from OMol25. Energies are from ωB97M-V/def2-TZVPD.

Geometry (Å):
N1 0.71 1.62 -1.45
C1 0.65 0.58 -0.81
O1 -0.55 0.61 0.55
C2 -0.96 -0.53 1.12
O2 -0.52 -1.64 0.93
C3 1.26 -0.70 -0.77
N2 1.20 -1.75 -0.28
H1 0.01 2.30 -1.14
H2 -1.79 -0.49 1.85

Results
HOMO-LUMO gap, hartree: 0.340
Molar mass, g mol⁻¹: 98.1
HOMO energy, eV: -9.923
2S+1: 1

=====

Run y
Here is a 2-piece molecular cluster, C3H2N2O2 overall from OMol25. Energies are from ωB97M-V/def2-TZVPD.

Geometry (Å):
C1 1.26 -1.03 -0.45
C2 -1.41 -0.22 0.53
C3 -0.52 0.86 0.97
N1 1.50 0.06 0.00
N2 -1.50 1.06 0.02
O1 0.96 -2.01 -0.96
O2 -1.82 -1.33 0.62
H1 1.66 0.56 0.76
H2 -2.05 1.66 -0.58

Results
HOMO-LUMO gap, hartree: 0.352
Molar mass, g mol⁻¹: 98.1
HOMO energy, eV: -9.356
2S+1: 1

=====

Run z
Here is the molecule C3H2N2O2 from OMol25. Energies are from ωB97M-V/def2-TZVPD.

Geometry (Å):
O1 -2.09 0.42 0.86
C1 -1.03 0.10 0.32
C2 0.10 -0.50 1.09
N1 1.32 -0.67 0.67
O2 1.53 -0.07 -0.58
C3 0.46 0.45 -1.27
N2 -0.81 0.51 -0.93
H1 -0.24 -0.89 2.11
H2 0.76 0.66 -2.27

Results
HOMO-LUMO gap, hartree: 0.368
Molar mass, g mol⁻¹: 98.1
HOMO energy, eV: -10.493
SMILES: O=c1cnocn1
2S+1: 1

=====

Going by the computed energies, the most stable comes first: run z, run x, run y, run w.